Molecular formula: C11H15HoO8P
Method: DFT, ωB97M-V/def2-TZVPD

Values from the calculation:
* multiplicity: 5
* LUMO (alpha / beta): -0.515 / -0.510 Ha
* HOMO energy (alpha / beta): -20.2622 / -20.2623 eV
* total charge: +3
* calculated total energy: -2318.285449 hartree

Last column: Löwdin charge in e.
Positions of all 36 atoms, in Å:
O: 0.024 0.219 -5.034  0.08
C: 0.058 0.295 -3.896  -0.01
Ho: 0.485 0.522 0.491  1.37
O: -3.009 -0.033 -0.018  0.25
C: -1.863 0.142 0.174  -0.07
C: 2.809 -0.055 -0.046  0.04
O: 3.890 -0.301 -0.425  0.23
C: -0.056 2.948 0.437  0.04
O: -0.309 4.077 0.270  0.23
C: -0.173 -1.805 0.275  -0.13
O: -0.558 -2.916 0.203  0.23
C: -2.829 2.190 3.976  -0.02
C: -1.576 1.644 3.343  -0.25
O: -1.758 0.170 3.408  -0.26
P: -0.669 -0.768 2.591  0.73
O: -1.315 -2.221 2.877  -0.25
C: -2.020 -2.594 4.054  -0.22
C: -1.376 -2.115 5.320  -0.05
O: 0.694 -0.786 3.590  -0.27
C: 1.656 -1.944 3.183  -0.19
C: 3.070 -1.453 3.407  -0.04
H: -3.697 1.873 3.391  0.10
H: -2.839 3.275 4.006  0.11
H: -2.903 1.798 4.988  0.11
H: -1.441 1.958 2.296  0.05
H: -0.631 1.875 3.858  0.14
H: -3.032 -2.193 3.954  0.14
H: -2.051 -3.681 4.042  0.15
H: -1.592 -1.062 5.515  0.08
H: -1.812 -2.674 6.142  0.11
H: -0.297 -2.295 5.360  0.08
H: 1.393 -2.825 3.816  0.15
H: 1.514 -2.190 2.094  0.08
H: 3.162 -0.841 4.309  0.11
H: 3.717 -2.330 3.517  0.12
H: 3.431 -0.871 2.544  0.05



Molecular formula: C11H15IrNP
Method: DFT, ωB97M-V/def2-TZVPD

Values from the calculation:
* multiplicity: 5
* LUMO (alpha / beta): 0.010 / -0.061 Ha
* HOMO energy (alpha / beta): -4.0805 / -8.3551 eV
* relative energy (zero: lowest compared OMol25 entry of this formula, charge and spin): 0.000 eV
* total charge: 0
* calculated total energy: -928.320115 hartree

Last column: Löwdin charge in e.
Positions of all 29 atoms, in Å:
C: -0.513 0.085 -1.691  -0.35
C: -1.233 1.344 -1.562  -0.10
C: -0.347 2.379 -1.199  -0.13
C: 0.977 1.912 -1.259  -0.13
C: 1.023 0.482 -1.505  -0.40
Ir: 0.400 -0.581 0.071  0.99
P: 0.079 -2.739 0.265  0.55
H: -0.787 -0.759 -2.376  0.09
H: -2.327 1.433 -1.656  0.10
H: -0.639 3.342 -0.737  0.11
H: 1.838 -0.087 -2.038  0.09
H: 1.883 2.507 -1.120  0.10
H: 1.277 -3.232 -0.388  -0.09
H: -1.039 -3.166 -0.546  -0.09
H: -0.037 -3.253 1.600  -0.08
C: 0.458 0.096 6.405  -0.08
C: 0.339 0.044 4.910  -0.34
C: 1.324 0.642 4.108  -0.06
C: 1.231 0.527 2.710  -0.18
N: 0.273 -0.213 2.105  -0.28
C: -0.768 -0.624 2.875  -0.24
C: -0.729 -0.571 4.269  -0.07
H: 1.414 -0.346 6.716  0.07
H: 0.436 1.131 6.779  0.07
H: -0.356 -0.463 6.887  0.07
H: 2.157 1.191 4.542  0.10
H: 1.951 1.005 2.045  0.09
H: -1.614 -1.071 2.350  0.07
H: -1.546 -1.035 4.840  0.11



Molecular formula: C11H15N
Method: DFT, ωB97M-V/def2-TZVPD

Values from the calculation:
* multiplicity: 1
* SMILES: NC[C@@H]1CCCc2ccccc21
* LUMO: 0.035 Ha
* HOMO energy: -8.8471 eV
* relative energy (zero: lowest compared OMol25 entry of this formula, charge and spin): 1.211 eV
* total charge: 0
* calculated total energy: -482.870669 hartree

Last column: Löwdin charge in e.
Positions of all 27 atoms, in Å:
N: 0.665 3.059 -2.030  -0.04
C: 1.027 2.005 -1.152  -0.31
C: -0.088 0.906 -0.849  -0.28
C: -1.289 1.540 -0.202  -0.18
C: -2.385 0.520 0.361  -0.12
C: -1.965 -1.000 -0.028  -0.12
C: -0.537 -1.246 0.352  -0.18
C: -0.145 -2.357 1.112  -0.06
C: 1.164 -2.616 1.420  -0.09
C: 2.127 -1.635 1.076  -0.08
C: 1.702 -0.429 0.531  -0.04
C: 0.376 -0.194 0.105  -0.13
H: 0.167 3.809 -1.382  0.12
H: -0.060 2.629 -2.699  0.10
H: 1.442 2.467 -0.238  0.12
H: 1.888 1.303 -1.532  0.13
H: -0.496 0.491 -1.782  0.15
H: -0.977 2.195 0.622  0.12
H: -1.795 2.088 -0.999  0.10
H: -2.501 0.676 1.400  0.08
H: -3.393 0.722 -0.047  0.10
H: -2.270 -1.153 -1.093  0.12
H: -2.647 -1.613 0.526  0.09
H: -0.939 -3.065 1.331  0.11
H: 1.437 -3.511 2.027  0.11
H: 3.128 -1.731 1.435  0.09
H: 2.440 0.315 0.294  0.09



Molecular formula: C11H15N
Method: DFT, ωB97M-V/def2-TZVPD

Values from the calculation:
* multiplicity: 1
* SMILES: Cc1c[nH]c2ccccc12.CC
* LUMO: 0.030 Ha
* HOMO energy: -7.7297 eV
* relative energy (zero: lowest compared OMol25 entry of this formula, charge and spin): 2.948 eV
* total charge: 0
* calculated total energy: -482.806821 hartree

Last column: Löwdin charge in e.
Positions of all 27 atoms, in Å:
C: 1.226 0.941 -2.351  -0.07
C: 0.377 0.860 -1.143  -0.22
C: -1.009 0.519 -0.922  -0.03
N: -1.219 0.618 0.548  0.08
C: 0.041 0.637 1.096  -0.23
C: 0.380 0.355 2.457  0.00
C: 1.760 0.138 2.570  -0.14
C: 2.746 0.345 1.641  -0.10
C: 2.383 0.919 0.398  -0.01
C: 1.012 0.953 0.130  -0.18
H: 2.313 1.093 -2.146  0.06
H: 0.836 1.556 -3.163  0.07
H: 1.397 -0.124 -2.885  0.13
H: -1.871 0.682 -1.532  0.09
H: -2.026 0.154 0.821  0.11
H: -0.320 -0.012 3.204  0.10
H: 2.196 -0.003 3.627  0.12
H: 3.811 0.341 1.854  0.10
H: 3.000 1.394 -0.337  0.09
C: -3.685 -2.773 -1.185  -0.13
C: -2.351 -2.036 -1.759  -0.14
H: -3.886 -2.468 -0.242  0.00
H: -4.542 -2.607 -1.863  0.07
H: -3.447 -3.830 -1.108  0.05
H: -2.533 -1.102 -2.191  -0.01
H: -2.047 -2.855 -2.530  0.09
H: -1.630 -1.694 -0.931  0.06



Molecular formula: C11H15N
Method: DFT, ωB97M-V/def2-TZVPD

Values from the calculation:
* multiplicity: 1
* SMILES: Cc1c[nH]c2ccccc12.CC
* LUMO: 0.031 Ha
* HOMO energy: -7.5359 eV
* relative energy (zero: lowest compared OMol25 entry of this formula, charge and spin): 3.173 eV
* total charge: 0
* calculated total energy: -482.798558 hartree

Last column: Löwdin charge in e.
Positions of all 27 atoms, in Å:
C: -2.673 -0.138 1.041  -0.06
C: -1.380 0.505 0.687  -0.25
C: -1.183 1.264 -0.459  -0.06
N: 0.090 1.615 -0.457  0.06
C: 0.906 0.914 0.418  -0.18
C: 2.208 0.984 0.699  -0.07
C: 2.768 0.176 1.683  -0.06
C: 1.879 -0.835 2.151  -0.08
C: 0.500 -0.755 2.023  -0.02
C: -0.120 0.187 1.175  -0.11
H: -3.269 0.692 1.587  0.10
H: -2.697 -1.063 1.721  0.10
H: -3.190 -0.490 0.177  0.05
H: -1.908 1.670 -1.069  0.11
H: 0.638 2.043 -1.166  0.15
H: 2.802 1.597 0.174  0.07
H: 3.762 0.527 2.090  0.12
H: 2.286 -1.710 2.585  0.08
H: -0.074 -1.269 2.603  0.04
C: -1.519 -1.691 -3.063  -0.21
C: -0.321 -1.317 -3.806  -0.22
H: -1.676 -1.098 -2.212  0.03
H: -2.353 -1.593 -3.666  0.04
H: -1.549 -2.793 -2.753  0.10
H: -0.495 -0.452 -4.452  0.04
H: 0.630 -0.950 -3.116  0.11
H: 0.061 -2.186 -4.608  0.12



Molecular formula: C11H15N
Method: DFT, ωB97M-V/def2-TZVPD

Values from the calculation:
* multiplicity: 1
* SMILES: Cc1c[nH]c2ccccc12.CC
* LUMO: 0.034 Ha
* HOMO energy: -7.9303 eV
* relative energy (zero: lowest compared OMol25 entry of this formula, charge and spin): 1.432 eV
* total charge: 0
* calculated total energy: -482.862536 hartree

Last column: Löwdin charge in e.
Positions of all 27 atoms, in Å:
C: -2.348 -1.698 0.569  -0.04
C: -1.687 -0.449 0.023  -0.22
C: -1.633 0.265 -1.101  -0.10
N: -0.837 1.419 -0.998  0.07
C: -0.203 1.404 0.245  -0.21
C: 0.734 2.210 0.863  -0.04
C: 0.951 1.934 2.205  -0.13
C: 0.464 0.853 2.887  -0.10
C: -0.471 0.005 2.240  -0.03
C: -0.824 0.323 0.954  -0.14
H: -3.287 -1.344 0.982  0.08
H: -1.676 -2.198 1.277  0.07
H: -2.631 -2.341 -0.261  0.07
H: -1.918 0.166 -2.172  0.13
H: -0.700 2.056 -1.757  0.14
H: 1.475 2.809 0.354  0.11
H: 1.639 2.614 2.758  0.11
H: 0.610 0.771 3.959  0.10
H: -0.713 -0.912 2.789  0.11
C: 2.234 -0.536 -1.836  -0.16
C: 1.130 -1.557 -2.078  -0.17
H: 1.849 0.176 -1.106  0.03
H: 3.254 -0.792 -1.691  0.05
H: 2.142 0.258 -2.633  0.08
H: 0.233 -1.106 -2.542  0.05
H: 0.664 -1.986 -1.202  0.05
H: 1.549 -2.342 -2.726  0.07



Molecular formula: C11H15N
Method: DFT, ωB97M-V/def2-TZVPD

Values from the calculation:
* multiplicity: 1
* SMILES: Cc1c[nH]c2ccccc12.CC
* LUMO: 0.035 Ha
* HOMO energy: -7.8316 eV
* relative energy (zero: lowest compared OMol25 entry of this formula, charge and spin): 0.682 eV
* total charge: 0
* calculated total energy: -482.890129 hartree

Last column: Löwdin charge in e.
Positions of all 27 atoms, in Å:
C: -2.709 -0.451 1.713  -0.05
C: -1.285 0.002 1.822  -0.23
C: -0.867 1.141 2.414  -0.08
N: 0.478 1.328 2.217  0.08
C: 0.945 0.257 1.492  -0.23
C: 2.236 -0.107 1.149  -0.02
C: 2.354 -1.335 0.498  -0.11
C: 1.258 -2.029 0.008  -0.11
C: -0.060 -1.648 0.263  -0.01
C: -0.153 -0.511 1.071  -0.15
H: -2.924 -0.736 0.682  0.07
H: -3.489 0.306 1.833  0.08
H: -2.885 -1.280 2.395  0.08
H: -1.493 1.761 3.036  0.12
H: 1.070 1.854 2.826  0.15
H: 3.100 0.525 1.289  0.11
H: 3.350 -1.755 0.400  0.10
H: 1.477 -2.874 -0.633  0.10
H: -0.955 -2.035 -0.201  0.11
C: 0.699 0.597 -3.239  -0.17
C: -0.586 1.287 -2.808  -0.17
H: 1.541 1.292 -3.338  0.06
H: 1.031 -0.166 -2.532  0.05
H: 0.614 0.133 -4.229  0.06
H: -1.123 1.726 -3.653  0.06
H: -0.285 2.074 -2.117  0.06
H: -1.340 0.644 -2.358  0.05



Molecular formula: C11H15N
Method: DFT, ωB97M-V/def2-TZVPD

Values from the calculation:
* multiplicity: 1
* SMILES: Cc1c[nH]c2ccccc12.CC
* LUMO: 0.036 Ha
* HOMO energy: -7.9774 eV
* relative energy (zero: lowest compared OMol25 entry of this formula, charge and spin): 1.586 eV
* total charge: 0
* calculated total energy: -482.856907 hartree

Last column: Löwdin charge in e.
Positions of all 27 atoms, in Å:
C: 2.273 1.050 0.125  -0.04
C: 0.914 1.457 0.678  -0.20
C: 0.582 1.976 1.883  -0.07
N: -0.764 1.722 2.263  0.08
C: -1.332 1.131 1.140  -0.24
C: -2.609 0.754 0.870  -0.04
C: -2.896 -0.016 -0.263  -0.11
C: -1.858 -0.562 -0.992  -0.09
C: -0.477 -0.151 -0.826  0.00
C: -0.298 0.717 0.246  -0.13
H: 2.681 0.545 1.061  0.11
H: 2.936 1.828 -0.238  0.07
H: 2.265 0.320 -0.685  0.04
H: 1.239 2.434 2.580  0.11
H: -1.233 2.475 2.747  0.14
H: -3.501 0.944 1.514  0.12
H: -3.921 -0.383 -0.393  0.10
H: -2.022 -1.141 -1.876  0.08
H: 0.218 -0.687 -1.429  0.08
C: 2.453 -2.775 -1.399  -0.20
C: 2.046 -3.572 -2.624  -0.18
H: 1.764 -2.607 -0.557  0.06
H: 3.390 -3.187 -0.939  0.07
H: 2.945 -1.806 -1.608  0.05
H: 1.190 -4.302 -2.516  0.08
H: 2.849 -4.145 -3.068  0.05
H: 1.662 -2.816 -3.340  0.06